Record 1
A structure of composition C19H20BF4IrN4, computed with wB97M-V/def2-TZVPD.

The geometry in XYZ format:
```
49
Properties=species:S:1:pos:R:3:mulliken_spin:R:1
Ir -0.197 -0.528 -0.018 0.798
C 1.015 2.176 -0.725 0.002
C 1.810 1.351 -1.720 0.009
C 2.517 0.178 -1.102 0.001
C 3.861 -0.034 -1.323 0.007
C 4.488 -1.170 -0.822 0.022
C 3.737 -2.097 -0.112 0.003
C 2.402 -1.852 0.087 -0.007
N 1.803 -0.718 -0.365 0.043
N -0.289 1.534 -0.367 -0.016
C -1.322 1.759 -1.423 0.009
C -2.457 0.795 -1.215 -0.003
C -3.733 0.985 -1.682 0.005
C -4.664 -0.045 -1.542 0.023
C -4.293 -1.242 -0.939 0.000
C -3.007 -1.382 -0.472 0.004
N -2.115 -0.369 -0.595 0.042
C -0.798 2.142 0.907 -0.002
C -0.257 1.388 2.075 0.014
C -0.091 1.883 3.345 -0.002
C 0.310 1.016 4.361 0.042
C 0.528 -0.330 4.080 -0.004
C 0.358 -0.787 2.795 0.021
N -0.016 0.076 1.818 -0.014
H 1.580 2.295 0.201 -0.002
H 0.806 3.172 -1.119 0.000
H 1.175 0.993 -2.538 -0.001
H 2.550 1.996 -2.191 -0.001
H 4.416 0.685 -1.910 0.000
H 5.543 -1.333 -1.000 -0.001
H 4.173 -3.007 0.276 0.002
H 1.767 -2.556 0.606 0.000
H -1.663 2.796 -1.401 0.000
H -0.869 1.580 -2.400 0.002
H -4.002 1.913 -2.168 0.001
H -5.673 0.088 -1.911 0.000
H -4.992 -2.059 -0.827 0.002
H -2.651 -2.276 0.023 0.002
H -0.553 3.204 0.944 0.001
H -1.887 2.053 0.922 0.000
H -0.284 2.928 3.547 0.000
H 0.442 1.390 5.368 -0.001
H 0.825 -1.027 4.852 0.001
H 0.485 -1.820 2.508 0.000
F -0.371 -2.418 0.501 0.005
B -0.105 -3.375 -1.824 -0.002
F 0.985 -3.951 -1.412 0.000
F -0.078 -2.012 -1.982 -0.004
F -1.211 -3.986 -2.113 0.000
```

Summary:
- Total charge: +3
- ΔE to the lowest compared entry with this formula, charge and spin: 0.0 kJ/mol
- <S²>: 0.756
- E_HOMO (alpha / beta): -19.41 / -19.40 eV
- Frontier orbital gap (alpha / beta): 7.9 / 5.9 eV
- 2S+1: 2

Record 2
The molecule C19H20Br2N6OS in a non-equilibrium geometry, computed with wB97M-V/def2-TZVPD.

The geometry in XYZ format:
```
49
Properties=species:S:1:pos:R:3:mulliken_charge:R:1
O 1.066 -4.556 -0.715 -0.681
C 1.490 -3.368 -0.724 0.572
C 1.706 -2.634 -1.879 1.021
C 1.222 -2.798 -3.244 -0.371
Br 0.111 -4.270 -3.875 -0.095
N 1.604 -1.735 -3.979 -0.728
N 2.536 -1.036 -3.227 0.160
Br 3.599 0.368 -4.006 0.039
C 2.436 -1.470 -1.839 -0.016
C 3.068 -0.923 -0.624 -0.659
C 2.261 -1.332 0.634 -0.329
N 1.598 -2.673 0.463 0.119
C 0.838 -3.160 1.703 -1.222
C -0.602 -3.018 1.563 -1.062
N -1.087 -1.638 1.334 0.598
C -1.685 -0.873 2.568 -0.645
C -2.613 0.320 2.225 -1.002
N -2.288 1.102 0.948 0.075
C -1.890 2.473 1.012 0.303
N -2.193 3.205 2.091 -0.648
S -1.664 4.803 2.064 -0.052
C -0.975 4.641 0.455 0.077
C -0.225 5.594 -0.279 -0.259
C 0.377 5.271 -1.482 -0.544
C 0.175 3.940 -1.977 -0.871
C -0.581 2.958 -1.293 0.051
C -1.128 3.298 -0.026 0.509
C -1.612 0.258 -0.076 -0.197
C -1.736 -1.213 0.066 -1.315
H 3.101 0.229 -0.646 0.322
H 4.075 -1.323 -0.549 0.361
H 2.993 -1.375 1.479 0.320
H 1.463 -0.599 0.803 0.051
H 1.085 -2.616 2.616 0.430
H 1.247 -4.143 1.866 0.477
H -1.093 -3.426 2.515 0.307
H -1.033 -3.637 0.823 0.601
H -2.396 -1.518 3.172 0.311
H -0.935 -0.515 3.230 0.333
H -3.565 -0.093 2.157 0.356
H -2.559 1.115 2.983 0.443
H -0.231 6.593 0.198 0.292
H 1.105 5.990 -1.897 0.365
H 0.243 3.880 -3.057 0.351
H -0.681 2.029 -1.811 0.410
H -1.910 0.358 -1.158 0.188
H -0.544 0.546 -0.023 0.361
H -2.814 -1.319 0.246 0.354
H -1.355 -1.706 -0.828 0.540
```

Summary:
- ΔE to the lowest compared entry with this formula, charge and spin: 0.0 kJ/mol
- E_HOMO: -7.86 eV
- SMILES: O=C1c2c(Br)nn(Br)c2CCN1CCN1CCN(c2nsc3ccccc23)CC1
- Frontier orbital gap: 6.8 eV
- 2S+1: 1

Record 3
A structure of composition C19H20Cl3F2N3OS2Ti, computed with wB97M-V/def2-TZVPD.

The geometry in XYZ format:
```
51
Properties=species:S:1:pos:R:3:mulliken_charge:R:1
Ti 0.088 0.386 0.300 -0.673
C 3.825 0.548 -4.235 -0.825
S 2.279 1.476 -4.135 -0.091
C 1.823 1.153 -2.435 0.367
S 1.843 -0.430 -1.768 -0.512
N 1.447 2.209 -1.799 -1.245
N 1.002 1.923 -0.533 1.191
C 1.010 2.999 0.325 -1.090
C 0.992 2.710 1.657 0.724
C 1.076 3.659 2.735 -1.103
C 1.285 3.222 3.998 -0.113
C 1.383 1.809 4.249 -1.008
C 1.152 0.945 3.220 0.168
N 0.877 1.333 1.952 0.602
H 4.150 0.585 -5.275 0.313
H 4.587 0.996 -3.597 0.250
H 3.653 -0.482 -3.927 0.256
H 1.078 4.002 -0.079 0.294
H 1.001 4.716 2.508 0.342
H 1.374 3.930 4.815 0.372
H 1.587 1.425 5.239 0.368
H 1.153 -0.123 3.393 -0.056
Cl -4.594 -1.718 -5.599 -0.292
C -3.573 -1.264 -4.244 0.532
C -3.265 -2.203 -3.275 -0.883
C -2.462 -1.830 -2.219 0.813
Cl -2.077 -3.001 -0.990 -0.237
C -1.918 -0.525 -2.062 -1.476
O -1.174 -0.211 -1.083 0.360
C -2.286 0.383 -3.089 0.760
Cl -1.680 1.999 -2.975 -0.220
C -3.087 0.028 -4.155 -0.754
H -3.644 -3.213 -3.338 0.407
H -3.329 0.759 -4.914 0.409
F -2.769 1.570 0.246 -0.323
C -1.717 1.348 1.144 0.559
F -2.312 0.587 2.168 -0.367
H -1.538 2.335 1.594 0.093
C 0.588 -3.859 1.923 -1.681
C 0.468 -2.360 2.223 1.026
C -0.932 -2.058 2.758 -1.150
C 0.854 -1.520 0.991 -1.284
H 0.409 -4.471 2.815 0.456
H 1.580 -4.096 1.530 0.384
H -0.144 -4.142 1.162 0.246
H 1.189 -2.151 3.025 0.263
H -1.645 -2.021 1.930 0.126
H -0.969 -1.088 3.252 0.234
H -1.269 -2.824 3.466 0.435
H 0.701 -2.121 0.085 0.539
H 1.932 -1.319 1.020 0.491
```

Summary:
- Total charge: -2
- ΔE to the lowest compared entry with this formula, charge and spin: 139.3 kJ/mol
- E_HOMO: -0.19 eV
- Frontier orbital gap: 4.5 eV
- 2S+1: 1

Record 4
A structure of composition C19H20Cl3IrN2O3 in a non-equilibrium geometry, computed with wB97M-V/def2-TZVPD.

The geometry in XYZ format:
```
48
Properties=species:S:1:pos:R:3:mulliken_spin:R:1
Ir 0.419 -0.098 -0.802 2.254
Cl 3.430 2.742 5.224 0.058
C 3.061 1.820 3.838 0.259
C 1.897 2.107 3.115 -0.069
C 1.616 1.377 1.995 0.129
Cl 0.180 1.698 1.105 0.107
C 2.468 0.316 1.519 0.123
O 2.244 -0.348 0.481 0.368
C 3.636 0.054 2.330 0.178
Cl 4.669 -1.212 1.840 0.036
C 3.924 0.792 3.447 -0.082
H 1.226 2.891 3.437 -0.003
H 4.814 0.571 4.018 -0.002
O -0.806 -1.423 1.923 0.008
C -1.332 -1.904 0.900 0.011
O -1.089 -1.649 -0.302 0.032
C -2.347 -3.050 1.159 -0.002
N -2.574 -3.062 2.640 0.000
C -2.400 -4.455 3.165 0.000
C -2.406 -5.329 1.912 0.000
C -1.753 -4.430 0.861 0.002
H -3.274 -2.879 0.619 -0.001
H -3.468 -2.657 2.900 0.000
H -1.811 -2.361 2.913 0.000
H -3.196 -4.699 3.863 0.000
H -1.447 -4.514 3.687 0.000
H -3.430 -5.571 1.624 0.000
H -1.865 -6.260 2.063 0.000
H -1.961 -4.743 -0.158 -0.001
H -0.670 -4.407 1.002 0.000
C 2.800 2.773 -3.365 -0.001
C 1.350 3.050 -3.607 0.178
C 0.913 4.102 -4.375 -0.092
C -0.446 4.345 -4.565 0.235
C -1.395 3.493 -4.000 -0.108
C -1.030 2.424 -3.218 0.185
C -2.064 1.515 -2.619 0.031
C 0.380 2.192 -2.960 -0.002
N 0.797 1.259 -2.153 1.129
H 3.434 3.447 -3.938 0.001
H 3.039 1.742 -3.631 0.005
H 3.032 2.884 -2.303 0.007
H 1.646 4.745 -4.847 0.002
H -0.767 5.194 -5.153 0.012
H -2.446 3.665 -4.202 0.001
H -2.964 1.499 -3.232 0.010
H -2.346 1.859 -1.619 0.013
H -1.688 0.495 -2.532 -0.011
```

Summary:
- Total charge: +1
- <S²>: 8.850
- E_HOMO (alpha / beta): -9.48 / -10.75 eV
- Frontier orbital gap (alpha / beta): 7.1 / 5.2 eV
- 2S+1: 6